DFT (the ωB97M-V functional and the def2-TZVPD basis) results for a cluster of 7 separate species, C4H20NO7S in total.

Each atom is followed by the atoms it is bonded to, with distances in Å.
Positions of all 33 atoms, in Å:
1 C 0.58 0.49 -1.10  N2 1.514, C5 1.409, H8 1.229, H9 1.178
2 N 2.06 0.25 -1.28  C1 1.514, C3 1.429, H10 0.967
3 C 2.97 0.59 -0.23  N2 1.429, O4 1.207, H11 1.100
4 O 4.17 0.52 -0.36  C3 1.207
5 C 0.16 1.83 -1.07  C1 1.409, C6 1.526, H12 1.202, H13 1.153
6 C -1.29 2.15 -0.71  C5 1.526, S7 1.952, H14 1.050, H15 1.062
7 S -2.43 0.83 0.16  C6 1.952
8 H 0.01 -0.20 -1.94  C1 1.229
9 H 0.19 0.00 -0.10  C1 1.178
10 H 2.31 0.10 -2.20  N2 0.967
11 H 2.40 0.82 0.68  C3 1.100
12 H 0.85 2.41 -0.27  C5 1.202
13 H 0.22 2.21 -2.15  C5 1.153
14 H -1.50 2.89 0.01  C6 1.050
15 H -1.90 2.31 -1.56  C6 1.062
16 H -1.73 0.72 3.05  O18 0.919
17 H -2.37 -0.37 2.41  O18 0.924
18 O -2.24 -0.02 3.26  H16 0.919, H17 0.924
19 H -2.62 -0.55 -2.11  O21 0.911
20 H -2.04 -0.41 -3.42  O21 0.874
21 O -1.89 -0.72 -2.62  H19 0.911, H20 0.874
22 H 3.11 -1.70 0.66  O24 0.903
23 H 1.74 -2.29 0.12  O24 0.991
24 O 2.73 -2.35 0.16  H22 0.903, H23 0.991
25 H -0.80 -1.29 -0.49  O27 1.042
26 H -0.67 -2.90 -0.86  O27 0.945
27 O -0.40 -2.22 -0.26  H25 1.042, H26 0.945
28 H -1.30 -2.39 1.21  O30 1.029
29 H -1.85 -2.12 2.59  O30 0.980
30 O -1.93 -2.82 1.90  H28 1.029, H29 0.980
31 H 0.56 2.01 2.05  O33 1.072
32 H 1.65 0.83 1.89  O33 0.951
33 O 1.24 1.36 2.57  H31 1.072, H32 0.951

Computed properties:
E_tot = -31129.641 eV
Net charge = -1
LUMO level = 0.104 Ha
M = 226.3 g/mol
Relative energy (zero: lowest compared OMol25 entry of this formula, charge and spin) = 348.3 kJ/mol
Spin multiplicity = 1
Strongest force on any atom = 6.36 eV/Å
Frontier orbital gap = 6.82 eV